# 1
The following is a DFT calculation (ωB97M-V with the def2-TZVPD basis set) of a cluster of 2 separate species, C6H14N2Si2 in total.

Computed properties:
LUMO (spin up / spin down), eV: -0.520 / -0.574

ORCA input file:
```
! wB97M-V def2-TZVPD RIJCOSX def2/J DEFGRID3
* xyz 0 1
C 0.07 0.78 3.97
C -0.90 0.67 3.21
C 1.77 1.33 -1.43
C 1.53 0.35 -0.17
C 0.85 -0.96 -0.70
C 0.02 -1.60 0.43
N -3.30 -0.02 1.23
N -1.28 -1.00 0.75
Si -2.88 -1.33 0.16
Si -1.61 0.47 1.53
H 0.48 1.24 4.78
H 0.80 1.69 -1.78
H 2.31 2.29 -1.09
H 2.23 0.59 -2.02
H 2.55 0.31 0.39
H 0.89 0.92 0.48
H 0.26 -0.66 -1.57
H 1.59 -1.76 -1.02
H 0.47 -1.60 1.46
H -0.19 -2.70 0.21
H -4.14 0.21 1.76
H -3.15 -2.69 0.38
H -3.14 -1.09 -1.38
H -0.49 2.88 -0.10
*
```

# 2
The following is a DFT calculation (ωB97M-V with the def2-TZVPD basis set) of a structure of composition C6H14N3O6P2S5SbY.

Computed properties:
LUMO, eV: 2.247

ORCA input file:
```
! wB97M-V def2-TZVPD RIJCOSX def2/J DEFGRID3
* xyz -1 1
Y 0.82 -0.04 -0.25
S -3.15 -0.72 1.64
Sb -2.20 -1.68 -0.21
S -0.04 -2.56 0.27
S -1.44 0.20 -1.54
S -3.38 -3.06 -1.54
N -1.83 2.18 1.89
C -0.48 2.85 1.94
C -0.62 4.11 2.78
P 0.06 3.31 0.20
O -1.36 3.25 -0.56
O 0.60 4.67 0.22
O 0.90 2.16 -0.35
P 0.66 1.63 2.70
O -0.15 1.33 4.08
O 0.42 0.38 1.86
O 2.01 2.19 2.89
H -2.42 2.65 1.20
H -2.27 2.20 2.81
H -1.85 1.15 1.62
H -1.30 4.82 2.31
H 0.35 4.60 2.85
H -0.97 3.87 3.79
H -1.51 2.37 -0.98
H -0.33 0.38 4.15
C 3.10 -3.93 -1.98
N 1.87 -3.44 -2.56
C 0.77 -4.22 -2.90
C -0.22 -3.37 -3.25
N 0.29 -2.10 -3.14
C 1.55 -2.14 -2.68
S 2.59 -0.81 -2.31
H 3.17 -5.00 -2.17
H 3.11 -3.74 -0.91
H 3.95 -3.42 -2.43
H 0.79 -5.29 -2.82
H -1.25 -3.54 -3.48
H -0.27 -1.25 -3.13
*
```

# 3
The following is a DFT calculation (ωB97M-V with the def2-TZVPD basis set) of a structure of composition C6H14N3O6P2S5SbY.

Computed properties:
LUMO, eV: 2.343

ORCA input file:
```
! wB97M-V def2-TZVPD RIJCOSX def2/J DEFGRID3
* xyz -1 1
Y 0.20 0.28 0.41
S 2.91 0.69 0.02
Sb 1.82 2.37 -1.24
S 0.23 0.99 -2.34
S 0.39 3.09 0.53
S 2.99 3.90 -2.39
N -2.16 2.65 2.24
C -2.69 1.34 2.74
C -3.84 1.62 3.70
P -3.14 0.23 1.36
O -4.46 0.98 0.81
O -2.06 0.36 0.32
O -3.45 -1.10 1.94
P -1.26 0.57 3.65
O -1.93 -0.73 4.28
O -0.85 1.56 4.66
O -0.28 0.15 2.56
H -2.91 3.26 1.92
H -1.47 2.56 1.44
H -1.65 3.10 3.01
H -4.63 2.18 3.20
H -3.48 2.16 4.57
H -4.27 0.68 4.03
H -4.94 0.46 0.16
H -2.40 -1.22 3.57
C 3.43 -3.73 0.15
N 3.12 -2.89 -0.99
C 4.00 -2.49 -1.98
C 3.34 -1.63 -2.78
N 2.06 -1.54 -2.29
C 1.93 -2.28 -1.18
S 0.56 -2.46 -0.18
H 4.40 -4.18 -0.02
H 2.67 -4.50 0.26
H 3.45 -3.12 1.05
H 5.02 -2.84 -2.01
H 3.67 -1.06 -3.63
H 1.39 -0.77 -2.50
*
```

# 4
The following is a DFT calculation (ωB97M-V with the def2-TZVPD basis set) of a structure of composition C6H14N3O7P2SSe2Te2Ti.

Computed properties:
LUMO, eV: -4.207

ORCA input file:
```
! wB97M-V def2-TZVPD RIJCOSX def2/J DEFGRID3
* xyz 1 1
Ti -1.06 0.43 0.56
C 2.31 -1.76 3.86
C 1.58 -0.64 3.13
O 2.05 0.66 3.50
P -0.17 -0.52 3.60
O -0.19 0.14 5.02
O -0.79 -1.93 3.85
O -0.92 0.25 2.55
P 1.67 -0.89 1.32
O 3.19 -0.50 1.11
O 1.25 -2.26 0.94
O 0.82 0.21 0.59
H 2.21 -1.63 4.94
H 3.37 -1.73 3.61
H 1.91 -2.73 3.58
H 2.94 0.79 3.16
H 0.46 0.86 5.11
H -1.40 -2.22 3.16
H 3.51 -0.46 0.19
Se -2.20 -1.79 0.56
Te -3.99 -0.26 -0.30
Te -3.70 1.76 1.46
Se -1.61 2.78 0.51
C -0.81 2.46 -5.59
C -1.88 1.83 -4.70
C -1.31 0.97 -3.62
N -1.47 1.17 -2.37
N -0.82 0.25 -1.57
C -0.16 -0.67 -2.28
N 0.57 -1.66 -1.78
S -0.33 -0.44 -3.98
H -1.27 3.10 -6.34
H -0.23 1.70 -6.11
H -0.12 3.07 -5.00
H -2.57 1.24 -5.30
H -2.47 2.60 -4.19
H 0.65 -1.85 -0.78
H 0.96 -2.35 -2.40
*
```

# 5
The following is a DFT calculation (ωB97M-V with the def2-TZVPD basis set) of the ion C6H14N4 with charge +2.

Computed properties:
LUMO, eV: -8.133
Structure (SMILES): [H]/N=C(\N)CC=[N+]=C(C)[NH2+]C

ORCA input file:
```
! wB97M-V def2-TZVPD RIJCOSX def2/J DEFGRID3
* xyz 2 1
C -0.62 -1.89 -0.37
C -2.29 0.14 0.23
C -1.90 -1.39 0.20
C 0.72 0.14 -0.39
C 1.04 1.05 -1.53
C 2.76 -0.44 0.79
N 0.31 -1.10 -0.67
N -1.17 0.88 0.36
N -3.50 0.70 0.03
N 1.50 0.24 0.86
H -0.62 -2.97 -0.60
H -2.79 -2.03 -0.13
H -1.90 -1.73 1.37
H 2.19 0.90 -1.68
H 0.67 2.00 -1.29
H 0.56 0.64 -2.46
H 2.84 -0.96 1.75
H 3.04 -1.16 -0.05
H 3.65 0.20 0.79
H -1.37 1.93 0.34
H -4.40 0.28 0.25
H -3.46 1.70 -0.02
H 1.67 1.28 1.09
H 0.83 -0.15 1.67
*
```

# 6
The following is a DFT calculation (ωB97M-V with the def2-TZVPD basis set) of a cluster of 2 separate species, C6H14N4O3 in total.

Computed properties:
LUMO, eV: 0.771
Structure (SMILES): [H]/N=C(\C)C[C@H](N)OC=O.NC(N)=O

ORCA input file:
```
! wB97M-V def2-TZVPD RIJCOSX def2/J DEFGRID3
* xyz 0 1
C 0.77 0.34 -3.15
C 0.99 0.10 -1.67
N 2.01 -0.46 -1.18
C -0.13 0.51 -0.74
C 0.15 1.79 0.05
N 0.87 2.78 -0.73
O 0.83 1.51 1.28
C 2.17 1.33 1.33
O 2.67 0.53 2.05
H 0.23 1.27 -3.35
H 0.17 -0.48 -3.55
H 1.72 0.35 -3.68
H 2.69 -0.68 -1.90
H -0.31 -0.28 -0.02
H -1.05 0.67 -1.31
H -0.81 2.18 0.40
H 0.62 3.72 -0.43
H 0.61 2.71 -1.71
H 2.74 2.05 0.73
C -2.10 -2.18 1.79
O -2.04 -1.46 0.81
N -2.81 -3.35 1.79
N -1.45 -1.88 2.95
H -2.86 -3.96 2.58
H -3.29 -3.59 0.94
H -0.89 -1.05 2.96
H -1.47 -2.47 3.76
*
```

# 7
The following is a DFT calculation (ωB97M-V with the def2-TZVPD basis set) of the ion C6H14NO with charge -1.

Computed properties:
LUMO, eV: 3.481
Structure (SMILES): CCN[C@H](C)CC[O-]

ORCA input file:
```
! wB97M-V def2-TZVPD RIJCOSX def2/J DEFGRID3
* xyz -1 1
C 2.23 -0.40 -0.84
N 0.73 -0.52 -0.93
C -0.08 0.17 0.17
C -1.63 0.05 -0.22
C -2.50 1.43 0.45
O -2.29 1.63 1.72
C 0.23 -0.53 1.45
C 2.94 -1.52 -1.65
H 2.52 -0.58 0.19
H 2.34 0.64 -1.10
H 0.52 -1.51 -1.11
H 0.26 1.25 0.11
H -2.05 -0.95 0.05
H -1.77 0.17 -1.23
H -3.54 1.17 0.16
H -2.22 2.27 -0.20
H -0.38 -1.38 1.62
H 1.24 -0.88 1.64
H -0.21 0.24 2.30
H 2.98 -2.44 -1.17
H 3.93 -0.96 -2.00
H 2.42 -1.65 -2.63
*
```

# 8
The following is a DFT calculation (ωB97M-V with the def2-TZVPD basis set) of the ion C6H14NO with charge +1.

Computed properties:
LUMO, eV: -3.344
Structure (SMILES): C/C=C/C[C@H]([NH3+])CO

ORCA input file:
```
! wB97M-V def2-TZVPD RIJCOSX def2/J DEFGRID3
* xyz 1 1
C 0.67 0.74 1.63
O 0.98 0.41 2.95
C -0.49 -0.08 1.19
C -0.99 0.18 -0.21
C -0.08 -0.47 -1.23
C 0.47 0.09 -2.28
C 1.27 -0.70 -3.28
N -1.58 0.18 2.21
H 1.47 0.69 0.90
H 0.40 1.81 1.59
H 1.80 -0.08 3.08
H -0.20 -1.12 1.30
H -1.94 -0.37 -0.38
H -1.17 1.23 -0.43
H 0.04 -1.54 -1.13
H 0.41 1.14 -2.50
H 0.64 -1.33 -3.91
H 1.80 -0.10 -4.01
H 2.00 -1.37 -2.85
H -2.45 -0.24 1.88
H -1.70 1.18 2.34
H -1.35 -0.26 3.11
*
```

# 9
The following is a DFT calculation (ωB97M-V with the def2-TZVPD basis set) of a cluster of 2 separate species, C6H14NO in total.

Computed properties:
LUMO, eV: -7.867

ORCA input file:
```
! wB97M-V def2-TZVPD RIJCOSX def2/J DEFGRID3
* xyz 1 1
C 2.55 1.05 0.12
C 2.16 -0.37 0.61
C 1.38 -1.20 -0.43
C 0.19 -0.44 -0.93
C -1.01 -0.62 -0.17
N -2.09 0.02 0.10
C -3.18 -0.74 0.71
H 3.28 0.86 -0.81
H 1.72 1.84 -0.07
H 3.11 1.47 1.00
H 3.15 -0.84 0.94
H 1.61 -0.29 1.62
H 2.01 -1.56 -1.29
H 1.01 -2.15 0.08
H 0.21 0.26 -1.85
H -0.77 -1.38 0.62
H -3.94 -0.06 1.08
H -3.78 -1.47 0.12
H -2.91 -1.39 1.62
H -1.79 1.62 -0.74
H -1.77 3.01 -1.33
O -1.14 2.38 -1.03
*
```

# 10
The following is a DFT calculation (ωB97M-V with the def2-TZVPD basis set) of a cluster of 2 separate species, C6H14NO in total.

Computed properties:
LUMO, eV: -8.485

ORCA input file:
```
! wB97M-V def2-TZVPD RIJCOSX def2/J DEFGRID3
* xyz 1 1
C 0.09 -2.63 -0.46
C -1.15 -1.72 -0.22
C -0.88 -0.32 -0.77
C 0.36 2.14 1.99
O 0.00 3.47 1.62
C -0.62 1.34 1.14
C -0.14 0.50 0.23
N 1.34 -0.16 -2.10
H -0.09 -3.30 -1.30
H 0.97 -2.04 -0.71
H -1.98 -2.27 -0.68
H -1.30 -1.62 0.84
H -1.74 0.18 -1.24
H -0.04 -0.20 -1.69
H 1.41 1.95 1.73
H 0.13 2.02 3.05
H 0.74 4.06 1.83
H -1.64 1.42 1.48
H 0.94 0.44 0.06
H 0.27 -3.25 0.42
H 1.68 0.77 -2.35
H 1.65 -0.77 -2.86
*
```

Which E_tot belongs to each record? In order, -925.3299; -3805.5878; -3805.5940; -8197.4395; -455.3308; -681.7919; -366.9173; -366.7386; -366.5817; -366.5162 hartree.
Which energy relative to the best compared isomer or geometry (same formula, charge and spin) belongs to each record? In order, 414.4; 21.6; 5.2; 3.6; 362.3; 0.0; 221.4; 75.1; 487.0; 659.2 kJ/mol.
Which maximum force belongs to each record? In order, 4.401; 0.541; 0.311; 0.195; 5.126; 0.495; 5.600; 1.282; 3.585; 4.965 eV/Å.